Formula: C27H66N2P
Source: the OMol25 dataset
Level of theory: ωB97M-V/def2-TZVPD

The geometry in XYZ format:
```
96
Properties=species:S:1:pos:R:3
C -0.308 -2.234 3.727
C 0.415 -2.785 2.442
C 0.301 -1.824 1.207
C -1.081 -1.982 0.451
C -2.157 -1.123 1.192
C -3.272 -0.599 0.227
C -3.051 0.860 -0.283
C -3.565 1.994 0.661
C -4.963 1.734 1.311
C -4.922 1.551 2.868
C -4.929 0.071 3.351
C -6.351 -0.572 3.417
C -6.973 -0.843 2.020
C -7.839 -2.154 1.986
C -6.963 -3.437 2.054
P -5.879 -3.764 0.507
H -1.067 -2.966 4.059
H 0.410 -2.114 4.563
H -0.786 -1.252 3.562
H 0.021 -3.790 2.219
H 1.494 -2.843 2.686
H 0.319 -0.766 1.540
H 1.155 -2.047 0.536
H -1.367 -3.045 0.536
H -0.962 -1.714 -0.614
H -2.646 -1.806 1.919
H -1.737 -0.268 1.755
H -4.253 -0.785 0.694
H -3.242 -1.253 -0.672
H -1.948 0.985 -0.401
H -3.478 0.911 -1.304
H -3.679 2.899 0.021
H -2.795 2.274 1.409
H -5.462 0.911 0.777
H -5.592 2.635 1.132
H -5.780 2.053 3.366
H -4.014 2.074 3.240
H -4.550 0.083 4.401
H -4.246 -0.591 2.792
H -6.210 -1.560 3.905
H -6.993 0.031 4.087
H -7.607 0.012 1.690
H -6.208 -0.969 1.230
H -8.484 -2.111 2.897
H -8.457 -2.093 1.072
H -6.307 -3.485 2.952
H -7.660 -4.308 2.140
H -4.726 -3.159 1.198
H -6.258 -2.504 -0.134
H -6.978 -4.415 -0.210
H -5.540 -5.094 1.066
H -4.992 -4.049 -0.636
C -1.035 1.077 -3.879
C 0.060 1.594 -2.957
N 0.882 0.540 -2.388
C 1.731 0.996 -1.299
C 2.824 2.017 -1.621
C 1.512 -0.361 -3.340
C 2.440 0.249 -4.396
H -1.657 0.337 -3.373
H -1.678 1.903 -4.187
H -0.627 0.627 -4.787
H -0.431 2.128 -2.138
H 0.661 2.339 -3.500
H 2.191 0.127 -0.818
H 1.081 1.428 -0.530
H 3.665 1.559 -2.144
H 3.220 2.434 -0.691
H 2.452 2.852 -2.217
H 0.723 -0.911 -3.860
H 2.059 -1.132 -2.791
H 2.020 1.146 -4.853
H 2.606 -0.475 -5.198
H 3.419 0.494 -3.984
C 7.012 1.000 -3.190
C 7.980 0.842 -2.025
N 8.434 2.109 -1.474
C 9.560 1.970 -0.563
C 9.339 1.196 0.738
C 7.387 3.025 -1.047
C 6.396 2.535 0.011
H 7.440 1.626 -3.974
H 6.793 0.022 -3.622
H 6.062 1.437 -2.876
H 8.852 0.296 -2.398
H 7.515 0.203 -1.261
H 9.945 2.966 -0.320
H 10.373 1.483 -1.112
H 8.766 1.774 1.462
H 10.304 0.976 1.202
H 8.835 0.243 0.574
H 6.818 3.325 -1.932
H 7.848 3.954 -0.698
H 6.039 1.523 -0.188
H 5.522 3.190 0.021
H 6.823 2.563 1.012
```

The calculation puts the total energy at -1519.018482 Eh. As for the charge: -1. The HOMO energy is -3.084 eV.

Löwdin analysis output, partial charges in e: -0.113 -0.244 -0.224 -0.180 -0.220 -0.203 -0.197 -0.200 -0.198 -0.193 -0.207 -0.205 -0.245 -0.288 -0.451 0.154 0.070 0.059 0.054 0.098 0.088 0.094 0.089 0.109 0.096 0.089 0.097 0.054 0.111 0.094 0.102 0.095 0.097 0.086 0.099 0.101 0.095 0.102 0.082 0.094 0.102 0.105 0.044 0.090 0.091 0.048 0.050 -0.084 -0.078 -0.092 -0.087 -0.116 -0.086 -0.276 -0.188 -0.249 -0.083 -0.246 -0.083 0.075 0.073 0.063 0.110 0.097 0.106 0.109 0.042 0.061 0.069 0.103 0.115 0.067 0.071 0.046 -0.087 -0.273 -0.199 -0.254 -0.090 -0.246 -0.085 0.080 0.074 0.047 0.116 0.101 0.110 0.107 0.054 0.069 0.067 0.102 0.114 0.069 0.064 0.054